1.
Density functional theory data (the ωB97M-V functional and the def2-TZVPD basis) for a 2-piece molecular cluster, CH8BN3 overall at a distorted geometry.

```
13
Properties=species:S:1:pos:R:3:forces:R:3:nbo_charge:R:1
B 0.547269 -0.441146 0.393890 -0.4 1.1 -0.6 0.9591
C -1.672185 -0.664266 -0.512182 -2.6 -0.7 -2.9 -0.4072
N 0.249448 2.418648 -0.680796 3.0 -0.7 1.9 -0.8591
N 1.783705 -0.566372 0.915584 4.5 -0.1 1.4 -1.1618
N -0.627991 -1.113583 0.334410 -1.0 0.0 0.1 -0.9389
H -1.313994 -0.115660 -1.405038 0.3 -1.1 0.0 0.2236
H -2.397275 -1.553597 -0.759953 1.6 1.5 -0.1 0.1780
H -2.366171 0.101528 -0.229911 -0.3 0.5 1.7 0.1956
H 1.120329 2.521269 -1.281597 -1.2 -0.3 0.1 0.2941
H 0.839552 2.477344 0.252867 -1.8 0.0 -1.6 0.2904
H 2.478945 0.191576 0.739385 -1.1 -0.9 0.2 0.4168
H 2.327409 -1.352533 1.393272 -1.7 1.2 -1.0 0.4060
H -0.969041 -1.903210 0.840069 0.7 -0.4 0.7 0.4035
```
Positions in Å, forces in eV/Å.

Summary:
HOMO-LUMO gap (spin up / spin down): 6.91 / 9.42 eV
HOMO (spin up / spin down): -6.88 / -9.35 eV

2.
Density functional theory data (the ωB97M-V functional and the def2-TZVPD basis) for a 14-piece molecular cluster, C47H65N13O17 overall at a distorted geometry.

```
142
Properties=species:S:1:pos:R:3:forces:R:3:mulliken_spin:R:1
C 18.700690 19.718880 -15.379730 0.7 1.4 0.6 0.0000
O 18.570440 20.332030 -16.404640 -0.9 0.4 -2.6 0.0000
N 17.980390 18.654130 -15.016720 -0.9 -1.3 -0.8 0.0000
N 19.588780 20.133350 -14.502300 1.4 -0.1 2.3 0.0000
H 17.429890 18.407760 -15.826870 -0.6 -0.7 0.7 0.0000
H 17.864100 18.335570 -14.065350 -0.2 0.1 -0.5 0.0000
H 19.794050 19.482840 -13.757450 0.6 0.7 0.1 0.0000
H 20.112440 20.979520 -14.675160 0.2 -0.3 0.1 0.0000
C 27.692150 17.193840 -16.040950 -1.7 -1.2 -3.8 0.0000
O 27.503690 17.947870 -16.946760 -1.2 1.5 -3.8 0.0002
N 28.431130 17.577540 -15.122990 4.4 2.3 6.8 0.0000
N 27.324210 15.946260 -15.951780 -1.7 -3.0 0.5 0.0000
H 29.130850 18.252240 -15.397360 -0.2 0.2 1.0 0.0000
H 28.368020 17.065130 -14.254920 1.2 0.6 0.1 0.0000
H 27.688920 15.463980 -15.142780 -0.2 -0.6 -0.7 0.0000
H 26.915750 15.433480 -16.720100 -0.2 -0.2 -0.1 -0.0001
C 25.972110 13.460270 -19.133550 2.7 2.0 2.9 0.0005
O 26.579770 13.806880 -18.112380 0.3 -0.9 0.9 0.0001
N 25.956380 12.293730 -19.676560 0.3 -4.3 -0.2 0.0001
N 25.427530 14.369230 -19.859400 -3.2 3.2 -2.6 0.0020
H 26.442290 11.587140 -19.142970 -0.2 -0.3 -0.6 0.0000
H 25.500490 12.128500 -20.562540 0.4 -0.2 0.4 -0.0003
H 24.655100 13.999610 -20.394970 0.2 0.8 -0.4 -0.0005
H 25.325690 15.277820 -19.430230 0.0 0.2 -0.1 0.0016
C 22.859940 20.743020 -16.136830 -1.3 6.0 5.0 0.0001
O 22.705770 21.742300 -15.362050 0.1 -1.6 -0.7 0.0000
N 22.506370 20.856180 -17.351340 -1.2 0.7 -5.0 0.0001
N 23.263310 19.606280 -15.747870 2.3 -5.9 1.2 0.0003
H 22.768370 20.199410 -18.072520 -0.3 0.4 0.1 -0.0001
H 22.106110 21.757960 -17.567400 0.4 -0.3 -0.2 0.0000
H 23.319590 19.218820 -14.816840 -0.4 1.3 0.1 0.0002
H 23.383770 18.904820 -16.464480 -0.2 0.0 0.1 -0.0002
C 24.098260 17.588340 -13.010790 -0.8 -0.8 1.8 0.0002
O 22.952720 17.918000 -12.827060 -2.2 0.8 -0.5 0.0000
N 24.781770 16.972710 -12.088300 1.2 -1.8 4.2 0.0001
N 24.796370 17.652230 -14.081350 1.6 1.2 -5.5 0.0002
H 24.206820 16.646790 -11.324550 0.7 0.1 0.3 0.0000
H 25.778070 16.809990 -12.120210 -0.5 -0.1 0.2 0.0000
H 24.280910 17.795250 -14.938060 0.8 0.0 0.0 -0.0003
H 25.726570 17.263840 -14.144440 -0.5 0.1 -0.2 0.0001
C 23.284310 13.331210 -11.606740 -2.2 0.2 2.0 0.0003
C 22.381670 14.415970 -11.924670 0.7 -1.4 0.2 0.0002
C 21.523900 14.991080 -10.962860 1.1 0.7 -1.7 -0.0002
C 21.546530 14.530910 -9.675800 -1.1 0.8 0.0 0.0002
C 22.360410 13.506440 -9.365240 0.2 -0.8 1.0 0.0000
C 23.173890 12.869570 -10.278910 0.8 0.6 0.1 -0.0002
O 23.962660 11.858770 -9.797450 0.1 -0.1 -0.9 0.0000
O 20.660240 16.012740 -11.322780 -0.7 -0.5 -0.1 0.0000
H 23.859400 12.627450 -12.190170 0.1 0.7 -0.9 -0.0001
H 22.277200 14.732910 -12.951820 0.2 0.3 -0.1 -0.0002
H 20.869230 14.925930 -8.933080 0.0 0.3 0.0 0.0000
H 22.324410 13.197550 -8.330980 0.3 -0.4 0.1 0.0000
H 23.700580 11.675380 -8.892310 0.0 -0.1 0.1 0.0000
H 21.062510 16.879610 -11.413940 0.7 0.0 -0.1 0.0000
C 21.018060 14.817060 -24.061620 1.1 1.3 1.1 0.0027
C 21.442980 15.981680 -23.306740 -0.7 -1.9 -0.3 0.0011
C 22.764010 16.186150 -22.891640 0.1 -0.7 -0.9 -0.0014
C 23.735890 15.248160 -23.324410 -1.4 0.1 -0.2 0.0014
C 23.291720 14.166020 -24.090780 -0.1 -0.8 -1.1 0.0010
C 21.980730 13.910400 -24.500620 -0.7 1.1 0.1 0.0060
O 21.748000 12.863490 -25.400900 0.4 0.9 1.3 -0.0004
O 23.106180 17.305830 -22.166000 -0.6 -0.5 -0.3 -0.0006
H 19.953070 14.709090 -24.204950 -0.1 -0.1 -0.4 0.0003
H 20.605820 16.601260 -23.020960 0.3 0.5 0.2 0.0005
H 24.780070 15.417880 -23.106960 0.2 -0.2 0.0 0.0003
H 23.852370 13.427690 -24.644790 1.5 0.2 0.5 -0.0004
H 20.935040 13.061540 -25.871500 -0.2 -0.1 -0.1 -0.0001
H 24.050130 17.276710 -21.993590 0.3 0.1 0.1 0.0000
C 25.576870 21.661530 -18.557540 0.3 0.3 0.2 0.0002
C 25.496600 22.967830 -18.046650 1.1 -1.3 0.3 0.0001
C 26.427730 23.394550 -17.094420 -2.0 1.3 -1.0 0.0000
C 27.253230 22.472880 -16.524030 0.4 -0.9 0.9 -0.0001
C 27.279520 21.141650 -16.938390 -0.3 0.5 -1.8 -0.0001
C 26.568240 20.745970 -18.123770 0.3 1.4 1.5 0.0001
O 26.891320 19.595240 -18.808070 -1.4 0.6 -0.4 0.0000
O 26.389910 24.731690 -16.740440 0.8 -0.6 0.6 0.0000
H 24.818390 21.469600 -19.302030 0.3 -0.7 -0.3 0.0000
H 24.729610 23.649760 -18.382940 -0.1 0.0 -0.2 0.0000
H 27.861550 22.675990 -15.655070 0.0 0.5 0.0 0.0000
H 27.988510 20.544270 -16.384420 -0.1 -0.6 -0.4 0.0000
H 27.365050 19.029480 -18.193990 0.3 -0.5 0.5 0.0000
H 25.572540 25.128000 -17.051000 -0.1 -0.1 -0.1 0.0000
C 22.041620 21.967010 -20.113830 1.6 -1.6 -2.0 -0.0010
C 21.914970 20.719810 -20.739920 -0.8 -0.7 1.1 0.0005
C 20.737600 19.983670 -20.550810 3.1 -1.4 -1.8 -0.0001
C 19.705870 20.467840 -19.876270 -3.2 2.1 1.5 -0.0004
C 19.770140 21.727660 -19.292400 3.1 1.4 0.3 0.0004
C 21.044630 22.427970 -19.346740 -2.9 0.8 0.6 0.0003
O 21.314590 23.597630 -18.636300 -0.4 -0.8 -0.6 0.0000
O 20.624210 18.672030 -21.020280 -0.4 0.3 0.1 -0.0002
H 22.968850 22.487490 -20.302880 0.0 0.4 0.4 0.0001
H 22.756020 20.171910 -21.138470 0.2 0.4 -0.5 0.0000
H 18.764170 19.939350 -19.858710 0.0 -0.2 0.2 0.0000
H 19.045620 22.262080 -18.695840 -0.6 -0.7 -0.1 0.0001
H 20.485650 24.009190 -18.381210 -0.1 0.1 0.2 0.0000
H 21.394630 18.437540 -21.542820 0.4 0.1 -0.1 -0.0001
C 20.648340 13.716370 -18.886610 4.1 0.2 -1.1 0.0624
C 21.938130 13.702520 -19.575400 -3.2 0.5 1.5 0.0512
C 22.009440 13.117770 -20.841500 1.7 -0.1 -1.2 0.1903
C 20.884330 12.661140 -21.530280 -1.8 -1.7 1.4 -0.0197
C 19.684060 12.544300 -20.806500 1.6 -0.7 -0.8 0.1448
C 19.557420 13.106280 -19.501410 -2.2 1.5 0.5 0.2128
O 18.307440 13.245410 -18.986420 1.9 -1.6 -2.7 0.1753
O 23.273660 12.953390 -21.341790 -1.5 0.4 1.6 0.1136
H 20.520920 14.168790 -17.914250 0.2 0.2 0.1 0.0250
H 22.849420 14.223580 -19.321520 -0.2 0.1 1.0 0.0445
H 21.085620 12.035530 -22.387310 -0.5 0.3 -0.4 0.0048
H 18.910810 11.846370 -21.091800 -0.3 0.3 -0.5 -0.0028
H 18.212070 13.848000 -18.245210 0.2 0.4 1.7 -0.0100
H 23.353180 12.683520 -22.259640 -0.5 0.0 -0.7 -0.0106
C 23.651540 16.227210 -16.905370 1.8 -0.3 0.2 0.0004
C 22.382310 16.106030 -16.382760 -2.1 0.0 -0.3 -0.0018
C 21.313090 16.761230 -17.006140 0.3 0.3 -0.2 0.0060
C 21.658430 17.577440 -18.117740 -4.9 -1.1 2.4 0.0023
C 22.893670 17.731700 -18.524000 3.0 0.9 -1.8 -0.0021
C 23.977440 17.069540 -17.945230 -1.7 -0.6 -0.4 0.0011
O 25.186500 17.041580 -18.576430 0.0 -0.2 0.4 -0.0001
O 20.017510 16.567200 -16.553500 2.2 -0.7 0.5 -0.0013
H 24.481230 15.653290 -16.519830 0.0 -0.3 0.4 -0.0003
H 22.106410 15.442000 -15.576940 0.5 -0.1 0.3 -0.0019
H 20.776060 18.011760 -18.564040 0.3 0.6 -0.5 0.0005
H 23.059710 18.372810 -19.377110 0.2 0.1 -0.3 -0.0020
H 25.472940 17.953900 -18.661330 0.8 0.6 -0.2 -0.0004
H 19.305320 16.988620 -17.040100 0.0 0.7 -0.5 0.0002
C 18.374180 16.218130 -20.321960 0.0 1.1 0.9 0.0036
C 18.104980 16.944820 -19.046420 -1.1 1.8 2.1 -0.0024
N 17.844650 17.574310 -18.079100 0.9 -2.3 -3.2 0.0000
H 17.833520 15.271700 -20.315190 0.2 0.1 -0.2 -0.0019
H 19.457870 16.152720 -20.419190 0.0 -0.4 0.0 0.0045
H 18.064420 16.872030 -21.137170 -0.2 -0.1 0.0 -0.0004
C 18.773390 14.746740 -13.997840 0.1 -0.1 0.1 0.0001
C 18.333520 14.476340 -15.345920 0.3 0.9 1.0 -0.0001
N 17.965400 14.235190 -16.390980 -0.3 -0.4 -1.9 0.0000
H 18.768020 15.794010 -13.695680 -0.2 0.0 -0.4 0.0001
H 19.813240 14.424940 -13.940820 -0.1 -0.3 0.4 0.0000
H 18.082880 14.172190 -13.380440 0.4 0.0 0.5 0.0000
C 28.441570 16.240570 -19.943970 -0.3 -0.3 -0.9 -0.0001
C 28.300560 15.622340 -21.327400 -0.4 -1.3 -1.7 -0.0001
N 28.145500 15.121720 -22.388580 0.5 1.8 3.6 0.0000
H 29.460800 16.571590 -19.744710 -0.1 0.1 -0.3 0.0000
H 28.162720 15.581720 -19.121630 0.0 -0.6 -0.4 0.0000
H 27.728390 17.060270 -19.857020 0.3 0.3 -0.2 0.0001
```
Positions in Å, forces in eV/Å.

Summary:
HOMO-LUMO gap (spin up / spin down): 5.40 / 2.07 eV
2S+1: 2
HOMO (spin up / spin down): -9.10 / -9.10 eV
charge: +1

3.
Density functional theory data (the ωB97M-V functional and the def2-TZVPD basis) for a 9-piece molecular cluster, C27H57N3O18 overall at a distorted geometry.

```
105
Properties=species:S:1:pos:R:3:forces:R:3:mulliken_charge:R:1
C 3.874098 0.524743 3.529660 -1.1 -1.1 0.4 -0.6448
N 4.442521 1.796193 3.076619 2.2 -1.0 0.0 0.9607
O 3.630114 2.667303 2.884288 0.8 0.7 -0.3 -0.5136
O 5.692007 1.831220 2.942430 -2.6 0.6 0.1 -0.5457
H 2.802737 0.589791 3.339795 0.2 -0.1 0.0 0.2219
H 4.011109 0.393793 4.603057 0.3 0.3 0.0 0.3403
H 4.283975 -0.354758 3.033081 0.3 0.5 -0.2 0.1876
C -4.097627 1.207420 0.893545 0.8 -1.0 0.0 -0.3846
N -4.577725 1.540789 -0.467357 -0.5 3.1 1.1 0.9932
O -4.870531 2.722618 -0.691823 0.3 -1.1 0.4 -0.5946
O -4.658851 0.665274 -1.256724 -0.1 -1.7 -1.4 -0.5239
H -4.933529 1.018830 1.567182 0.0 0.4 -0.2 0.4020
H -3.378749 1.946184 1.247890 -0.4 0.1 -0.1 0.1721
H -3.588521 0.256517 0.736366 0.0 0.1 0.3 -0.1277
C -0.188684 -0.262498 -0.366967 0.2 0.6 0.5 -0.0944
N 0.225090 0.358044 0.979972 2.4 -0.8 -2.6 1.0456
O 1.412600 0.313657 1.297246 -1.0 -0.3 0.0 -0.4812
O -0.629605 0.928542 1.557544 -1.6 1.1 1.7 -0.5354
H 0.097185 -1.314343 -0.362921 -0.3 0.1 -0.1 0.0873
H 0.321601 0.244753 -1.185749 0.4 0.0 0.3 0.2611
H -1.236667 0.023231 -0.457436 0.1 -0.7 0.0 -0.2420
O 1.257104 -3.136165 -1.516395 1.0 -1.9 0.0 -0.5493
C 1.971856 -3.744670 -0.722736 -1.9 1.7 -0.4 0.5861
O 2.254869 -5.061055 -0.651201 1.0 0.2 0.1 -0.3345
C 2.001523 -6.024196 -1.683164 -1.2 0.0 -1.3 -0.2630
C 0.511808 -6.378062 -1.708805 0.3 0.3 -0.4 -1.0371
C 2.496615 -2.954767 0.448185 0.0 -1.2 0.9 -0.5264
H 2.635901 -6.910387 -1.665538 0.2 0.1 1.4 0.3594
H 2.317574 -5.671743 -2.664993 -0.3 0.9 0.0 0.2925
H 0.282977 -6.944686 -2.611399 0.1 -0.1 0.0 0.3668
H -0.036634 -5.439073 -1.783633 -0.2 -0.1 0.1 0.2856
H 0.161125 -6.949952 -0.849695 0.2 0.1 0.1 0.2927
H 2.993173 -3.704028 1.064738 1.0 0.7 0.1 0.3869
H 1.717175 -2.597645 1.121257 -0.6 -0.2 -0.4 0.1276
H 2.981000 -2.023434 0.154760 0.6 -0.5 -0.1 0.0628
O -5.326232 2.528160 -5.127022 1.7 -1.2 0.7 -0.5521
C -4.794401 1.430350 -5.006133 -2.5 0.4 -0.6 0.6891
O -3.696806 1.139988 -4.282193 -1.1 -1.0 -1.0 -0.3097
C -3.061547 2.171974 -3.581815 1.0 1.4 0.5 -0.4738
C -1.896000 1.563365 -2.825799 0.0 0.3 -0.3 -1.0698
C -5.516138 0.231672 -5.716702 0.6 0.6 -0.2 -0.9971
H -3.736931 2.690286 -2.901141 -0.2 -0.1 -0.2 0.2591
H -2.625530 2.876170 -4.290399 -0.4 0.3 -0.1 0.4891
H -2.303263 0.675043 -2.342974 0.7 -0.2 0.1 0.2397
H -1.413187 2.252056 -2.132476 -0.6 0.2 0.5 0.4619
H -1.069072 1.424724 -3.522274 -0.1 -1.0 -0.1 0.3868
H -6.251840 0.662248 -6.395991 0.3 0.3 0.0 0.3324
H -6.133120 -0.434221 -5.113348 0.6 0.1 0.6 0.2719
H -4.822823 -0.353362 -6.320985 0.1 -0.1 0.2 0.2853
O 6.146560 0.574538 -5.859127 -2.0 -2.0 0.9 -0.5576
C 5.250759 1.169961 -5.285392 2.0 1.5 -1.6 0.6947
O 4.048749 0.807027 -4.777220 0.9 0.6 0.4 -0.2527
C 3.570070 -0.525607 -4.789989 0.2 -1.8 0.0 -0.3434
C 2.264470 -0.727204 -4.008739 -0.2 0.9 -1.3 -0.5620
C 5.576589 2.665999 -5.288245 -0.5 0.1 1.0 -1.0024
H 4.199476 -1.283614 -4.323752 1.1 0.7 0.1 0.2517
H 3.536908 -0.840023 -5.833132 -0.5 0.0 -0.1 0.3785
H 2.082248 -1.792017 -3.863601 0.2 0.1 0.2 0.3308
H 1.441184 -0.351623 -4.616391 -0.3 0.1 0.2 0.3266
H 2.274351 -0.184243 -3.063652 0.1 -0.2 0.0 -0.1323
H 5.157593 3.182066 -6.152083 -0.5 -0.1 0.2 0.2792
H 6.653758 2.759303 -5.426443 -0.1 -0.2 0.2 0.3565
H 5.310794 3.124138 -4.335590 -0.3 0.4 -0.2 0.2551
O -4.530094 -2.508689 1.384104 2.2 1.0 2.8 -0.6264
C -3.622648 -2.238255 2.214793 -2.4 -1.2 -2.6 0.5550
O -3.782751 -2.198383 3.537401 2.9 0.6 -2.0 -0.3254
C -4.958686 -2.538937 4.158374 -0.7 -1.3 1.0 -0.2997
C -4.924543 -4.094971 4.556548 -0.1 2.2 -0.1 -1.0713
C -2.205922 -2.060111 1.757691 0.9 -0.2 -0.7 -0.1330
H -5.784773 -2.244884 3.510916 -0.3 -0.4 0.2 0.3604
H -4.869852 -1.849287 4.997773 -0.9 -0.5 0.6 0.3064
H -5.501091 -4.163637 5.479035 -0.4 -0.5 -0.3 0.3558
H -3.915119 -4.404272 4.827695 0.1 0.3 -0.2 0.3105
H -5.259220 -4.688190 3.705558 -0.3 -0.1 0.4 0.3034
H -1.444997 -2.281637 2.506045 -0.2 0.1 0.2 0.3988
H -1.939751 -1.130363 1.254881 -0.6 0.5 0.8 -0.4630
H -2.035723 -2.705458 0.895919 -0.3 -0.6 0.2 0.2921
O -4.295024 6.008140 5.357451 1.0 -3.2 2.3 -0.6236
C -3.981511 5.010250 6.081289 -1.5 5.0 -2.4 0.7959
O -3.723037 3.840755 5.597621 0.0 -1.8 1.1 -0.3076
C -3.558897 3.608317 4.242944 1.3 -1.1 -2.2 -0.1890
C -2.118873 3.117573 4.045672 0.2 0.5 -0.2 -0.9774
C -3.848439 5.086409 7.554384 -0.1 1.0 0.5 -1.0157
H -3.657589 4.510467 3.639229 -0.6 -0.1 0.3 0.3549
H -4.188050 2.781856 3.912445 -0.7 0.5 0.2 0.1990
H -1.765437 3.178014 3.016328 -0.2 0.6 -0.2 0.2598
H -1.887132 2.071461 4.245764 -0.3 0.1 0.9 0.1932
H -1.581001 3.836838 4.663291 0.8 -0.5 -0.1 0.4181
H -4.721982 4.685776 8.068702 0.3 -0.7 0.0 0.2675
H -3.877343 6.136533 7.845057 0.2 0.1 -0.2 0.3487
H -2.878789 4.691068 7.857021 -0.3 -0.4 0.2 0.2859
O 6.162328 -0.380108 -2.063298 -0.3 0.4 0.8 -0.5752
C 6.007617 -0.608706 -0.879983 0.1 -0.6 -1.6 0.7790
O 5.537535 0.241913 0.019340 0.0 0.9 1.2 -0.2308
C 5.259040 1.631267 -0.291973 -1.8 0.3 -2.1 -0.6673
C 3.698081 1.776215 -0.644480 1.9 0.0 0.8 -0.2173
C 6.352585 -1.979250 -0.314647 0.1 0.8 0.3 -0.9945
H 5.814727 1.971973 -1.165597 0.3 -0.5 0.0 0.3144
H 5.499752 2.311527 0.524986 0.2 -0.7 0.3 0.4893
H 3.250265 1.945127 0.334828 -0.7 -0.3 -0.4 0.0088
H 3.348130 0.886810 -1.168497 0.0 -0.1 0.3 -0.1829
H 3.495028 2.623391 -1.299599 0.2 0.1 0.1 0.4325
H 6.313143 -1.954356 0.774360 0.0 -0.2 -0.1 0.2526
H 7.368620 -2.160428 -0.665289 0.0 -0.2 0.2 0.3582
H 5.706189 -2.756353 -0.722554 0.0 0.2 0.0 0.1907
```
Positions in Å, forces in eV/Å.

Summary:
structure (SMILES): C[N+](=O)[O-].C[N+](=O)[O-].C[N+](=O)[O-].CCOC(C)=O.CCOC(C)=O.CCOC(C)=O.CCOC(C)=O.CCOC(C)=O.CCOC(C)=O
HOMO-LUMO gap: 9.42 eV
HOMO: -9.73 eV

Values for calculated total energy, Eh, ordered as above
-231.91115; -3820.60042; -2581.20927